{"formula": "C6H6FN", "method": "wB97M-V/def2-TZVPD", "lumo_energy_ev": -0.21, "multiplicity": 1, "fmax_ev_per_a": 14.88, "smiles": "C#C[C@@](C)(C#N)CF", "elements": ["F", "N", "C", "C", "C", "C", "C", "C", "H", "H", "H", "H", "H", "H"], "xyz": [[-1.923, -1.269, -0.236], [-2.247, 1.916, -0.475], [1.346, 0.330, -0.446], [-0.126, 0.315, -0.137], [-1.013, 1.319, -0.689], [-0.211, 0.229, 1.252], [-0.752, -1.004, -0.766], [2.620, 0.307, -0.614], [0.180, -0.868, 1.636], [0.535, 1.050, 1.657], [-0.052, -1.840, -0.479], [-0.987, -0.909, -1.912], [-1.129, 0.258, 1.665], [3.760, 0.167, -0.456]], "forces_ev_per_a": [[-2.337, -0.311, 1.535], [12.397, -5.704, -2.721], [6.372, 0.203, -1.670], [1.179, -1.894, -5.091], [-12.775, 7.130, 2.729], [5.110, -1.399, 5.581], [2.090, -0.397, -2.689], [-4.678, -0.405, 1.703], [-0.454, 2.725, -1.023], [-1.821, -1.712, -0.080], [-0.443, 0.740, -0.707], [1.253, -0.134, 1.944], [-3.139, 0.694, 1.149], [-2.755, 0.463, -0.659]]}


{"formula": "C6H6IN2", "method": "wB97M-V/def2-TZVPD", "lumo_energy_ev": -4.55, "multiplicity": 1, "fmax_ev_per_a": 4.89, "charge": 1, "elements": ["I", "N", "N", "C", "C", "C", "C", "C", "C", "H", "H", "H", "H", "H", "H"], "xyz": [[-0.661, -1.677, 2.699], [-0.158, 0.439, -1.554], [0.947, 0.000, 0.929], [-0.108, -0.716, 0.974], [-1.012, -0.145, -0.987], [1.551, 0.882, 0.024], [2.133, 0.663, 1.414], [-2.288, -0.807, -0.950], [1.017, 1.133, -1.203], [1.359, 1.757, -1.918], [2.011, 1.590, 2.095], [-2.207, -1.977, -1.063], [-2.734, -0.581, -0.060], [2.956, -0.009, 1.360], [-2.807, -0.553, -1.760]], "forces_ev_per_a": [[0.128, 0.012, -0.045], [0.509, 1.350, -0.122], [-0.278, 0.299, 0.148], [-0.852, 0.660, -1.069], [0.829, -1.891, 1.880], [-1.903, -0.742, -1.496], [-0.515, 2.364, -0.553], [2.778, -4.028, 0.129], [0.313, -2.067, 3.557], [1.251, 1.932, -1.993], [0.419, -2.081, -0.785], [0.332, 2.194, 0.564], [-1.504, 0.502, 2.258], [0.949, 0.015, 0.735], [-2.457, 1.480, -3.206]]}


{"formula": "C6H6INOS2V", "method": "wB97M-V/def2-TZVPD", "lumo_energy_ev": [5.06, 4.90], "multiplicity": 4, "fmax_ev_per_a": 2.76, "charge": -2, "elements": ["I", "V", "S", "S", "O", "N", "C", "C", "C", "C", "C", "C", "H", "H", "H", "H", "H", "H"], "xyz": [[2.113, -3.387, -0.630], [0.820, -0.720, -2.302], [1.507, 1.515, -0.407], [0.274, -1.230, -4.276], [-0.480, -0.308, -1.213], [-0.802, 0.257, -0.051], [0.117, 1.133, 0.522], [-1.379, 1.255, 2.463], [-2.290, 0.410, 1.806], [2.655, -1.201, -2.122], [-0.179, 1.603, 1.786], [-2.003, -0.069, 0.560], [0.548, 2.259, 2.244], [-2.637, -0.728, -0.013], [-3.232, 0.132, 2.264], [3.247, -0.783, -1.303], [-1.585, 1.628, 3.458], [3.307, -1.765, -2.786]], "forces_ev_per_a": [[0.137, 0.125, -0.105], [0.638, 0.638, -1.530], [0.284, -0.178, -0.428], [0.029, 0.025, -0.074], [-2.465, -0.362, 1.177], [0.494, 0.693, 0.483], [-0.149, 0.062, 0.404], [-0.321, -0.130, 0.168], [0.251, 0.211, 0.024], [1.405, -0.843, 0.692], [0.165, 0.009, -0.276], [-0.268, -0.374, -0.241], [-0.002, 0.040, -0.012], [0.029, 0.021, -0.003], [-0.010, -0.030, -0.017], [-0.113, 0.074, -0.076], [0.001, -0.002, -0.019], [-0.102, 0.020, -0.168]]}


{"formula": "C6H6N", "method": "wB97M-V/def2-TZVPD", "lumo_energy_ev": [-4.83, -4.93], "multiplicity": 1, "fmax_ev_per_a": 5.18, "charge": 1, "elements": ["N", "C", "C", "C", "C", "C", "C", "H", "H", "H", "H", "H", "H"], "xyz": [[-0.786, 1.726, 0.260], [0.348, 0.167, -1.298], [0.249, 0.805, 0.061], [0.562, -1.934, 0.846], [0.857, -2.416, -0.461], [-0.127, -0.600, 0.472], [0.436, -1.121, -0.868], [-0.503, 2.591, -0.170], [1.459, -3.226, -1.018], [1.276, 1.273, 0.352], [-0.822, 1.876, 1.310], [-1.244, -0.643, 0.633], [-1.704, 1.500, -0.118]], "forces_ev_per_a": [[-1.177, 2.355, 2.438], [-0.870, -1.126, 0.272], [4.838, -1.774, 0.517], [1.432, 0.026, -2.685], [0.281, 0.243, 0.548], [-2.680, 0.525, 0.264], [1.102, -0.973, -0.882], [-0.061, 0.881, -0.237], [-1.362, 1.288, 1.529], [-1.891, -0.821, -0.061], [-0.547, 0.226, -1.347], [1.083, -0.386, -0.299], [-0.148, -0.463, -0.057]]}


{"formula": "C6H6N", "method": "wB97M-V/def2-TZVPD", "lumo_energy_ev": -6.78, "multiplicity": 1, "fmax_ev_per_a": 4.04, "charge": 1, "smiles": "C1=C=C[N+]2(C=1)CC2", "elements": ["N", "C", "C", "C", "C", "C", "C", "H", "H", "H", "H", "H", "H"], "xyz": [[-0.022, -0.002, -0.090], [-0.704, 0.590, -2.096], [0.529, 0.384, 1.179], [0.947, -0.539, -1.254], [-1.032, 0.875, -0.870], [0.394, -0.126, -2.369], [-0.390, -0.717, 1.111], [0.172, 1.175, 1.708], [1.506, 0.199, 1.455], [1.815, -0.960, -0.850], [-1.433, -0.653, 1.278], [-1.679, 1.443, -0.267], [-0.103, -1.669, 1.066]], "forces_ev_per_a": [[0.846, 1.425, -3.617], [2.462, -1.195, -0.995], [-0.541, -0.910, 1.309], [-1.636, 0.801, 0.752], [1.026, -1.188, 0.545], [-2.398, 1.386, 0.840], [-1.699, 0.951, -0.219], [-1.137, 2.748, 0.568], [2.194, -0.565, -0.382], [1.065, -0.816, 0.077], [-0.812, 0.513, 0.701], [-0.900, 0.582, 0.253], [1.529, -3.733, 0.167]]}


{"formula": "C6H6N", "method": "wB97M-V/def2-TZVPD", "lumo_energy_ev": [-4.45, -8.71], "multiplicity": 3, "fmax_ev_per_a": 7.96, "charge": 1, "elements": ["N", "C", "C", "C", "C", "C", "C", "H", "H", "H", "H", "H", "H"], "xyz": [[-0.555, 1.034, 0.707], [-1.673, 0.242, 1.065], [-0.479, 0.172, -0.667], [0.703, 0.774, 0.952], [0.890, 0.063, -0.281], [1.926, -0.429, -0.986], [-1.524, -0.676, 0.066], [-0.937, 0.670, -1.583], [3.011, -0.306, -0.977], [-2.239, 0.381, 1.886], [1.236, 0.782, 1.808], [-1.941, -1.555, -0.254], [1.583, -1.151, -1.735]], "forces_ev_per_a": [[-7.585, -0.166, -2.403], [2.076, -0.206, -2.046], [-3.434, 1.426, 1.135], [4.718, -2.205, -3.853], [2.903, 1.874, 2.902], [1.325, -2.159, -2.097], [0.506, 2.737, -0.421], [1.056, -0.514, 1.029], [-0.535, 0.213, 0.797], [-1.759, 0.173, 2.754], [1.471, 0.482, 2.742], [-1.126, -2.101, -0.243], [0.383, 0.446, -0.296]]}


{"formula": "C6H6N2", "method": "wB97M-V/def2-TZVPD", "lumo_energy_ev": 0.48, "multiplicity": 1, "fmax_ev_per_a": 3.68, "elements": ["N", "N", "C", "C", "C", "C", "C", "C", "H", "H", "H", "H", "H", "H"], "xyz": [[-0.926, 0.211, -0.154], [-0.913, 1.606, -0.401], [1.368, -1.239, 0.356], [2.289, -0.254, 0.211], [1.197, 0.782, -0.164], [0.438, 1.908, -0.378], [-2.115, -0.589, 0.103], [0.297, -0.245, -0.044], [3.287, -0.259, 0.336], [-1.823, -1.591, -0.104], [1.387, -2.268, 0.417], [0.773, 2.950, -0.512], [-2.738, -0.473, -0.783], [-2.520, -0.539, 1.117]], "forces_ev_per_a": [[-0.176, 0.842, 0.496], [1.256, -1.262, 0.375], [0.705, 2.162, -0.801], [-3.596, -0.765, 0.079], [0.161, -0.431, -0.166], [-0.910, 0.840, -0.009], [0.317, 0.244, -1.449], [-0.136, 0.617, 0.069], [3.265, 0.171, 0.283], [0.617, -1.095, 0.444], [0.167, -1.893, 0.471], [-0.509, -0.706, 0.008], [-0.976, 0.749, 0.694], [-0.184, 0.527, -0.495]]}


{"formula": "C6H6N2", "method": "wB97M-V/def2-TZVPD", "lumo_energy_ev": 0.00, "multiplicity": 1, "fmax_ev_per_a": 3.66, "smiles": "C#C/C(N)=C(\\C)C#N", "elements": ["N", "N", "C", "C", "C", "C", "C", "C", "H", "H", "H", "H", "H", "H"], "xyz": [[-0.322, -2.107, 0.213], [-3.279, -0.319, -0.082], [-2.154, 0.054, -0.091], [1.622, -0.540, -0.102], [2.781, -0.109, -0.061], [-0.229, 1.683, 0.113], [-0.726, 0.285, 0.019], [0.156, -0.758, 0.095], [3.816, 0.306, -0.089], [0.893, 1.890, 0.278], [-0.759, 2.065, 0.950], [-1.417, -2.036, 0.080], [-0.448, 2.363, -0.821], [0.069, -2.776, -0.504]], "forces_ev_per_a": [[-1.849, 0.682, -1.459], [3.388, 1.361, -0.242], [-2.314, -1.574, 0.640], [1.370, 1.313, 1.179], [-1.777, -0.712, -0.372], [1.150, 2.311, -1.849], [1.420, -0.388, -0.387], [-0.046, -1.289, -1.350], [-1.590, -0.802, 0.012], [-1.814, -1.102, -0.096], [-0.350, 1.096, 0.705], [2.887, -0.643, 0.404], [-0.032, -1.424, 1.658], [-0.444, 1.171, 1.158]]}


{"formula": "C6H6N2", "method": "wB97M-V/def2-TZVPD", "lumo_energy_ev": 0.80, "multiplicity": 1, "fmax_ev_per_a": 10.51, "elements": ["N", "N", "C", "C", "C", "C", "C", "C", "H", "H", "H", "H", "H", "H"], "xyz": [[0.981, 1.070, 0.980], [1.721, -0.446, -0.822], [-1.412, -0.157, 0.121], [-0.210, -0.238, -0.621], [-0.258, 1.184, 1.658], [0.923, 0.310, -0.040], [0.754, -1.201, -1.422], [-1.480, 0.730, 1.161], [2.755, -0.292, -1.448], [-0.142, 2.001, 2.416], [-2.440, 0.980, 1.763], [-2.221, -0.640, -0.345], [0.371, -1.048, -2.449], [0.658, -2.253, -0.953]], "forces_ev_per_a": [[-1.025, 0.735, 2.998], [9.998, 0.761, -3.154], [1.537, -0.296, -3.278], [-2.326, -1.457, 2.630], [2.022, 2.649, -1.565], [-1.536, 0.240, -0.979], [-5.456, -1.486, 0.164], [-0.449, 0.656, 3.026], [-3.983, -0.075, 3.118], [-0.630, -1.256, -0.301], [1.760, -0.602, -1.301], [-1.450, -0.610, 0.108], [1.390, -0.632, -0.100], [0.146, 1.373, -1.366]]}


{"formula": "C6H6N2", "method": "wB97M-V/def2-TZVPD", "lumo_energy_ev": 0.36, "multiplicity": 1, "fmax_ev_per_a": 6.78, "smiles": "C1=C[C@H]2NC=NC2=C1", "elements": ["N", "N", "C", "C", "C", "C", "C", "C", "H", "H", "H", "H", "H", "H"], "xyz": [[-1.148, 1.578, 0.354], [0.626, 1.198, -0.879], [0.691, 0.174, 0.148], [-0.728, 0.300, 0.669], [-0.255, 2.077, -0.428], [0.754, -1.266, -0.211], [-1.209, -0.999, 0.742], [-0.257, -1.895, 0.337], [1.522, 1.477, -1.095], [-0.466, 3.088, -0.961], [1.560, -1.892, -0.818], [1.415, 0.421, 0.958], [-2.310, -1.175, 0.791], [-0.195, -3.085, 0.392]], "forces_ev_per_a": [[-1.322, 0.952, 1.229], [1.537, -1.679, 0.186], [-0.568, -0.762, -0.013], [0.892, -2.374, -0.803], [-3.513, 2.649, -1.066], [4.208, -1.709, -2.042], [-4.813, 4.487, 1.648], [1.731, -5.501, -0.621], [2.035, 1.295, -1.161], [0.857, -1.732, 1.220], [-1.264, 1.870, 1.740], [-0.005, -0.184, -0.569], [1.123, -0.154, 0.411], [-0.897, 2.842, -0.159]]}


{"formula": "C6H6N2", "method": "wB97M-V/def2-TZVPD", "lumo_energy_ev": -1.16, "multiplicity": 1, "fmax_ev_per_a": 10.18, "smiles": "[H]/N=C1/C=CC(C=C)=N1", "elements": ["N", "N", "C", "C", "C", "C", "C", "C", "H", "H", "H", "H", "H", "H"], "xyz": [[-0.818, -0.992, -0.071], [-3.144, -0.585, -0.060], [-1.896, -0.241, -0.098], [-0.006, 1.121, 0.208], [-1.454, 1.169, -0.112], [2.596, -0.112, -0.259], [1.549, -0.908, 0.086], [0.260, -0.340, -0.011], [1.660, -2.048, 0.499], [3.731, -0.243, -0.105], [2.367, 0.928, -0.297], [-3.628, -1.688, 0.055], [-1.974, 1.959, -0.125], [0.756, 1.979, 0.289]], "forces_ev_per_a": [[1.702, -5.116, -0.295], [-1.223, -1.893, 0.277], [-3.714, 0.819, -0.211], [-4.368, 1.105, -2.650], [8.872, -4.485, 2.202], [1.173, -0.836, 2.152], [3.469, -2.773, 0.397], [-0.710, 2.106, 1.647], [-0.322, 2.962, -1.486], [-2.104, -0.621, -0.529], [-0.135, 0.626, -0.863], [3.134, 3.853, -0.484], [-4.119, 5.761, -0.133], [-1.654, -1.506, -0.025]]}


{"formula": "C6H6N2", "method": "wB97M-V/def2-TZVPD", "lumo_energy_ev": -0.24, "multiplicity": 1, "fmax_ev_per_a": 3.71, "elements": ["N", "N", "C", "C", "C", "C", "C", "C", "H", "H", "H", "H", "H", "H"], "xyz": [[-0.135, -0.622, -1.540], [-2.028, -1.065, -0.204], [1.189, 1.620, 0.814], [0.787, -0.329, -0.709], [-1.508, -0.746, -1.374], [0.485, 0.375, 0.568], [-1.157, -1.399, 0.839], [-0.110, -0.652, 1.242], [0.484, 2.401, 0.549], [1.886, 1.875, 0.039], [-1.332, -2.323, 1.287], [1.652, 1.760, 1.839], [1.834, -0.306, -1.025], [-2.047, -0.588, -2.326]], "forces_ev_per_a": [[-0.378, -0.756, -1.386], [-0.264, -0.685, -1.371], [-0.073, 1.483, 1.279], [-0.445, 1.724, -0.269], [1.901, 0.834, 2.347], [0.765, -3.620, 0.243], [0.480, 1.039, -0.505], [-0.822, 2.370, -1.270], [-0.537, 0.580, 0.822], [1.063, -0.640, -0.314], [-0.633, -1.395, 0.739], [-0.847, -0.119, -1.245], [-0.026, -0.634, -0.135], [-0.182, -0.180, 1.065]]}


Q: Number 2 is which compound?
A: C6H6IN2